1.
{
  "formula": "C18H26B2N4O6",
  "method": "ωB97M-V/def2-TZVPD",
  "elements": ["C", "C", "C", "C", "C", "C", "N", "C", "O", "B", "O", "O", "C", "C", "C", "N", "N", "C", "C", "B", "O", "N", "C", "C", "H", "H", "H", "H", "H", "H", "H", "H", "H", "H", "H", "H", "H", "H", "H", "H", "H", "H", "H", "H", "O", "C", "C", "C", "C", "O", "H", "H", "H", "H", "H", "H"],
  "positions_angstrom": [[3.2195, -4.4926, -1.9739], [3.1031, -3.1505, -1.9408], [1.7715, -2.4898, -1.7288], [1.0076, -2.0522, -2.8587], [-0.2029, -1.4671, -2.6891], [-0.7652, -1.2430, -1.4038], [-2.0037, -0.6631, -1.3368], [-2.3797, -0.5259, -0.1024], [-3.6518, 0.0115, 0.1128], [-3.6569, 1.3975, 0.1651], [-2.6441, 2.1944, -0.3529], [-4.7421, 2.0041, 0.8026], [-1.6257, -0.8757, 1.0685], [-2.1802, -0.6189, 2.4656], [-2.7519, -1.9211, 3.0952], [-4.2097, -1.9097, 2.8681], [-0.4409, -1.4268, 0.9836], [-0.0029, -1.6367, -0.2976], [1.2646, -2.2651, -0.4708], [2.0287, -2.7038, 0.8559], [1.4672, -3.7843, 1.5810], [3.2090, -2.0777, 1.4121], [3.8991, -1.1599, 0.4921], [2.9727, -1.4659, 2.7283], [2.6800, -5.0688, -1.2097], [3.7896, -5.0506, -2.7201], [4.0066, -2.5339, -2.0393], [1.4145, -2.1997, -3.8603], [-0.7472, -1.1509, -3.5803], [-2.2569, 2.6474, 0.4094], [-4.6849, 1.8416, 1.7532], [-1.3157, -0.3021, 3.0720], [-2.8974, 0.2097, 2.5005], [-2.2440, -2.7595, 2.5836], [-2.5159, -1.9867, 4.1669], [-4.3483, -1.5171, 1.9416], [-4.6122, -2.8367, 2.9314], [0.8296, -3.3813, 2.1896], [3.2395, -0.4612, -0.0450], [4.5715, -1.7166, -0.1716], [4.5699, -0.5322, 1.1072], [3.8917, -1.5728, 3.3299], [2.7051, -0.3994, 2.6823], [2.2033, -2.0352, 3.2686], [2.4639, 5.5071, -2.3828], [1.2992, 5.3103, -2.2009], [0.3385, 6.2108, -1.4496], [-0.8478, 5.2858, -1.2067], [-0.7658, 4.3418, -2.3938], [0.6373, 4.2330, -2.6926], [0.0743, 7.0554, -2.0877], [0.7805, 6.5603, -0.5203], [-1.8038, 5.8019, -1.1334], [-0.6945, 4.7291, -0.2790], [-1.2791, 4.7360, -3.2740], [-1.1666, 3.3568, -2.1646]],
  "forces_ev_per_angstrom": [[-0.44, 0.00, 0.44], [0.15, -0.27, -0.20], [0.07, 0.48, 1.08], [0.88, -0.51, 0.18], [-0.38, 0.29, -0.53], [0.34, -0.14, -1.44], [0.67, -0.46, 1.50], [-0.89, 0.13, -0.47], [1.11, 0.49, -0.03], [-1.04, 0.38, 0.16], [0.16, -0.84, 0.54], [0.89, -0.13, 0.13], [-0.31, 0.28, 0.61], [1.04, -0.29, 0.40], [-0.27, 0.32, -0.54], [0.61, 0.18, 0.15], [-0.65, 0.27, -0.71], [0.33, -0.32, 0.35], [0.59, -0.14, 0.11], [0.10, -0.84, 0.67], [-0.08, 1.09, 0.08], [-1.37, 0.95, -1.35], [0.91, 0.44, 1.03], [0.78, -0.90, 0.66], [-0.94, -0.11, -1.20], [1.06, 0.29, 1.02], [-0.61, 0.07, -1.46], [-0.14, 0.02, 0.25], [-0.08, -0.01, 0.40], [-0.08, 0.48, -0.42], [-0.57, -0.15, -0.13], [-0.23, -0.08, -0.24], [-0.03, -0.39, -0.01], [-0.10, 0.15, 0.31], [-0.19, 0.12, -0.29], [-0.42, -0.35, 0.04], [-0.01, 0.09, -0.17], [-0.17, -0.49, -0.09], [0.09, -0.37, -0.07], [-0.42, 0.17, -0.05], [-0.17, -0.16, -0.30], [-0.27, 0.27, -0.09], [-0.07, -0.30, -0.17], [0.14, 0.32, -0.17], [0.01, -0.28, -0.05], [0.19, 0.40, -0.13], [-0.33, -0.42, 0.29], [-0.14, 0.20, 0.10], [-0.26, -0.16, 0.03], [0.07, 0.07, 0.11], [0.10, 0.04, 0.03], [0.17, 0.19, -0.18], [-0.01, -0.06, -0.06], [0.00, -0.01, -0.03], [0.04, 0.03, 0.01], [0.15, -0.06, -0.12]],
  "lowdin_charge": [0.0424, -0.1376, -0.1814, -0.0132, -0.0101, -0.1823, 0.2514, -0.2420, 0.1696, -0.7683, 0.1752, 0.1696, -0.1783, -0.1086, -0.2532, 0.0033, 0.2112, -0.1439, 0.0005, -0.5264, 0.0986, -0.0781, -0.0788, -0.0742, 0.0769, 0.0628, 0.1025, 0.1192, 0.1193, 0.1160, 0.1046, 0.1188, 0.1049, 0.1071, 0.1069, 0.0517, 0.0665, 0.0784, 0.0991, 0.0747, 0.0890, 0.0899, 0.0918, 0.0806, 0.1229, -0.4894, -0.0766, -0.1635, -0.1528, 0.0296, 0.1318, 0.1243, 0.1182, 0.1104, 0.1294, 0.1094],
  "e_lumo_ev": -0.4,
  "max_force_ev_per_a": 2.143,
  "e_tot_ev": -38689.490,
  "smiles": "C=Cc1ccc2nc(OB(O)O)c(CCN)nc2c1B(O)N(C)C.O=C1CCCO1"
}



2.
{
  "formula": "C18H26BCl2N2O2S",
  "method": "ωB97M-V/def2-TZVPD",
  "elements": ["C", "C", "C", "N", "B", "N", "O", "C", "S", "C", "C", "C", "C", "C", "C", "O", "C", "C", "C", "C", "C", "C", "C", "H", "H", "H", "H", "H", "H", "H", "H", "H", "H", "H", "H", "H", "H", "H", "H", "H", "H", "H", "H", "H", "H", "H", "H", "C", "Cl", "Cl", "H", "H"],
  "positions_angstrom": [[-0.0780, 0.2105, 2.3453], [0.6783, -0.1596, 1.0973], [1.6383, 0.6858, 0.6157], [2.3645, 0.3906, -0.4783], [3.4315, 1.3872, -0.8844], [4.8283, 0.9640, -0.8525], [3.0020, 2.6269, -1.2089], [2.1466, -0.7577, -1.1624], [3.1092, -1.0963, -2.5920], [1.1910, -1.6702, -0.7400], [0.9855, -2.9298, -1.5353], [0.4482, -1.3675, 0.4197], [-0.5635, -2.3554, 0.9336], [-2.0269, -1.8984, 0.7506], [-2.9265, -3.1052, 0.4488], [-2.0649, -0.8817, -0.2270], [-3.3710, -0.4099, -0.4988], [-3.3303, 1.0206, -0.9748], [-2.1650, 1.6443, -1.3952], [-2.2174, 2.9562, -1.8409], [-3.4095, 3.6522, -1.8770], [-4.5815, 3.0310, -1.4644], [-4.5267, 1.7228, -1.0154], [-1.1182, -0.0829, 2.3054], [-0.0148, 1.2899, 2.4884], [0.4276, -0.2240, 3.2113], [1.8718, 1.6271, 1.0900], [5.3563, 1.4789, -0.1504], [5.2988, 1.1796, -1.7270], [3.6148, 3.3057, -0.8995], [3.1125, 0.1172, -3.1678], [-0.0158, -3.3248, -1.4016], [1.0941, -2.7327, -2.6012], [1.7307, -3.6802, -1.2659], [-0.4337, -3.3470, 0.5145], [-0.3891, -2.4743, 2.0075], [-2.3957, -1.4839, 1.6979], [-2.9413, -3.3425, -0.6134], [-2.5695, -3.9490, 1.0419], [-3.9316, -2.9129, 0.8240], [-3.8451, -1.0158, -1.2788], [-4.0054, -0.4506, 0.3938], [-1.2301, 1.0989, -1.3936], [-1.3226, 3.4671, -2.1759], [-3.4586, 4.6787, -2.2154], [-5.5382, 3.5347, -1.4805], [-5.4451, 1.2301, -0.7127], [4.8323, 0.3763, 3.5025], [3.1483, 0.2078, 2.9419], [5.0534, 1.8285, 4.4695], [5.0790, -0.4918, 4.1013], [5.4729, 0.4316, 2.6308]],
  "forces_ev_per_angstrom": [[0.67, 0.40, -0.07], [-0.58, -0.33, 0.09], [-0.31, 0.23, -0.50], [-0.25, 0.00, -0.35], [0.96, 0.06, -0.20], [-0.18, 0.29, 0.19], [-0.58, -0.25, 0.89], [0.05, 0.25, -0.06], [0.19, -0.23, -0.27], [-0.10, 0.06, 0.16], [-0.13, 0.16, -0.15], [0.37, -0.33, -0.36], [-0.02, 0.40, 0.43], [-0.34, -0.46, 0.19], [0.07, 0.33, 0.55], [0.08, -0.18, -0.06], [-0.07, 0.40, -0.24], [0.07, -0.08, 0.04], [-0.04, -0.10, -0.01], [0.28, 0.31, -0.15], [-0.52, 0.17, 0.08], [0.13, -0.26, 0.07], [-0.28, -0.02, -0.05], [-0.03, -0.02, 0.05], [-0.18, -0.01, 0.00], [-0.29, -0.20, 0.05], [-0.18, 0.07, -0.08], [0.03, -0.21, 0.12], [0.03, -0.08, -0.01], [0.13, 0.14, -0.64], [-0.15, 0.12, 0.21], [0.06, -0.11, 0.08], [0.06, 0.03, 0.04], [-0.11, -0.10, 0.03], [0.14, 0.10, -0.19], [-0.01, 0.01, -0.01], [0.07, 0.11, 0.00], [0.04, -0.13, 0.01], [0.04, -0.13, -0.22], [-0.13, 0.01, -0.37], [0.02, -0.16, 0.12], [0.10, -0.12, 0.07], [0.01, 0.01, 0.06], [0.09, -0.14, 0.03], [0.17, -0.01, -0.05], [0.07, 0.14, -0.06], [0.03, 0.00, 0.07], [0.08, 0.00, 0.12], [0.58, -0.15, 0.37], [0.01, 0.00, -0.03], [-0.07, 0.00, 0.03], [-0.04, 0.00, -0.03]],
  "lowdin_charge": [-0.0153, -0.2135, -0.0888, 0.0801, -0.6663, 0.1613, 0.2201, -0.4766, 0.9611, -0.1744, -0.0431, -0.0649, -0.0603, -0.3882, -0.0241, -0.1185, -0.1524, -0.1953, -0.0351, -0.0855, -0.0878, -0.0718, -0.0472, 0.0751, 0.0987, 0.0740, 0.1250, 0.0851, 0.0858, 0.1335, -0.0836, 0.0802, 0.0620, 0.1077, 0.1070, 0.1421, 0.1330, 0.0959, 0.0892, 0.0847, 0.1414, 0.1359, 0.1013, 0.1018, 0.1051, 0.1075, 0.1187, -0.9723, 0.6549, 0.5432, 0.0329, 0.0209],
  "e_lumo_ev": -3.6,
  "max_force_ev_per_a": 1.089,
  "e_tot_ev": -62716.213,
  "total_charge": 1
}